C3H6S2 | the ωB97M-V functional and the def2-TZVPD basis

Atoms and positions in Å:
C: -0.71 1.19 0.15
C: 0.27 -0.13 0.87
C: 0.13 -1.21 -0.13
H: 0.39 2.15 0.81
H: -0.66 1.09 -1.26
H: -2.15 1.02 0.74
H: 1.27 0.69 0.89
H: -0.17 -0.45 1.99
H: 1.07 -1.48 -2.12
S: 1.72 -0.96 -0.99
S: -1.16 -1.91 -0.94

Its total charge is 0. The value obtained for the HOMO energy is -0.327 hartree. The value obtained for the energy above the lowest of the compared OMol25 structures with the same formula, charge and spin is 812.9 kJ/mol. The value obtained for the HOMO-LUMO gap is 8.18 eV.